Entry 1:
Density functional theory data (ωB97M-V with the def2-TZVPD basis set) for a 2-piece molecular cluster, CH6NO overall at a distorted geometry.

Last column: Mulliken charge in e.
Element x y z (Å)
N  -1.34168  1.05232  -0.94255  -0.50
H  -1.56740  2.01709  -0.70074  0.38
H  -2.19735  0.59574  -1.26692  0.39
H  -0.59399  0.92484  -1.62850  0.37
H  -0.98530  0.53957  -0.11722  0.38
O  0.81276  -0.62722  0.68081  -0.44
C  1.68688  -1.30421  1.16651  -0.06
H  1.48315  -1.91572  2.05719  0.24
H  2.70293  -1.28242  0.75141  0.24

Calculated values
- charge = +1
- energy relative to the best compared isomer or geometry (same formula, charge and spin) (kcal/mol) = 7.0
- HOMO level (eV) = -14.23
- LUMO (eV) = -4.100



Entry 2:
Density functional theory data (ωB97M-V with the def2-TZVPD basis set) for a 3-piece molecular cluster, C8H22NO11PS3 overall at a distorted geometry.

Last column: Mulliken charge in e.
Element x y z (Å)
N  0.66672  3.14061  2.35413  -0.61
C  1.84766  3.31742  1.41735  0.40
P  3.31801  2.05788  1.54890  0.47
O  3.93652  2.22181  3.00642  -0.68
C  1.53080  3.54994  -0.17439  0.35
O  1.51830  5.01713  -0.32679  -0.37
S  2.39579  5.85827  0.90136  1.02
O  1.59522  6.90235  1.74726  -0.49
O  3.89762  6.16086  0.60621  -0.49
O  2.48911  4.53562  1.98462  -0.38
H  1.04785  3.31646  3.32927  0.34
H  0.31313  2.16003  2.30645  0.26
H  2.79207  0.72970  1.28774  0.03
H  4.28370  2.49217  0.54372  0.11
H  0.51318  2.96629  -0.37550  -0.22
H  2.29235  3.14943  -0.98665  0.34
O  2.10383  -0.98856  0.02944  -0.60
S  1.74832  -2.27403  0.59163  1.18
O  2.74829  -3.22088  1.03782  -0.62
O  0.72541  -3.03332  -0.42389  -0.18
C  1.10970  -3.19952  -1.78057  -0.30
C  2.09276  -4.34352  -1.94152  -1.11
C  0.59334  -2.01283  1.91458  -0.76
H  1.51632  -2.26764  -2.18816  0.31
H  0.19959  -3.42838  -2.34513  0.28
H  3.05277  -4.10497  -1.47365  0.30
H  2.27453  -4.55100  -2.99994  0.40
H  1.71518  -5.25121  -1.46013  0.27
H  -0.19983  -1.34968  1.56520  0.14
H  1.12969  -1.55027  2.74571  0.41
H  0.18650  -2.97715  2.22454  0.36
O  -2.02082  -0.88304  0.33609  -0.60
S  -2.92850  -0.11204  -0.48645  1.11
O  -3.98150  0.70061  0.08477  -0.62
O  -3.57652  -1.08676  -1.61966  -0.27
C  -4.21523  -2.28480  -1.20418  -0.26
C  -5.60706  -2.01241  -0.66594  -1.04
C  -1.97228  0.90137  -1.58694  -0.82
H  -3.60364  -2.81851  -0.46867  0.26
H  -4.29310  -2.92850  -2.08679  0.29
H  -5.56211  -1.45516  0.27474  0.30
H  -6.13945  -2.94939  -0.47900  0.39
H  -6.18567  -1.40850  -1.37213  0.27
H  -1.21585  0.28110  -2.07070  0.29
H  -1.49288  1.68420  -0.99551  0.16
H  -2.63981  1.34879  -2.32567  0.38

Calculated values
- HOMO level (eV) = -9.78
- LUMO (eV) = -0.732



Entry 3:
Density functional theory data (ωB97M-V with the def2-TZVPD basis set) for C6H14O as an isolated structure.

Last column: Mulliken charge in e.
Element x y z (Å)
C  2.61999  -1.23911  -0.60650  -0.76
O  1.43629  -0.96105  0.09243  -0.23
C  0.97455  0.34963  -0.14223  -0.38
C  -0.23037  0.66140  0.67329  -0.01
C  -0.84487  2.00014  0.41059  -1.26
C  -1.52496  -0.37161  -0.62689  -1.32
C  -1.39467  -0.81781  1.12801  -0.95
H  3.44585  -0.58323  -0.28613  0.29
H  2.48798  -1.11614  -1.69393  0.31
H  2.88887  -2.27722  -0.39501  0.25
H  0.88947  0.50505  -1.24744  0.30
H  1.71093  1.09528  0.21706  0.39
H  -0.19859  2.71658  0.93448  0.44
H  -1.84178  2.08639  0.86018  0.32
H  -0.92286  2.32656  -0.64858  0.29
H  -1.21434  -1.33980  -1.01856  0.30
H  -1.12110  0.39326  -1.28876  0.58
H  -2.60903  -0.25545  -0.64245  0.35
H  -0.54203  -1.36622  1.51645  0.33
H  -2.14851  -1.58631  0.85529  0.40
H  -1.86079  -0.22034  1.90869  0.36

Calculated values
- energy relative to the best compared isomer or geometry (same formula, charge and spin) (kcal/mol) = 158.7
- HOMO level (eV) = -6.92
- LUMO (eV) = 1.027



Entry 4:
Density functional theory data (ωB97M-V with the def2-TZVPD basis set) for C41H27FeN6S2 as an isolated structure.

Last column: Mulliken charge in e.
Element x y z (Å)
Fe  0.02231  0.04349  -0.02346  -0.28
S  -2.65183  6.50485  0.97959  -0.17
C  -1.92249  7.67982  -0.01016  -0.37
C  -0.97772  7.14512  -0.83061  -0.58
C  -0.84624  5.74782  -0.64947  -0.36
C  -1.69114  5.24644  0.30513  0.23
C  -1.82328  3.86338  0.76455  0.76
C  -1.07438  2.83866  0.15455  -0.27
N  -1.13763  1.57004  0.52800  0.16
C  -1.96397  1.22655  1.53994  -0.51
C  -2.74652  2.15540  2.21237  0.67
C  -3.59016  1.68341  3.28244  -1.16
C  -3.59856  0.38100  3.64118  -1.14
C  -2.76311  -0.58414  2.96790  0.57
C  -2.68308  -1.94152  3.31710  -0.70
C  -1.85544  -2.80144  2.61789  0.57
C  -1.12657  -2.25325  1.54204  0.02
N  -1.18745  -0.98058  1.20355  0.21
C  -1.97960  -0.14198  1.91183  0.13
C  -1.72795  -4.22166  2.94380  0.36
C  -2.43186  -4.94022  3.86975  -0.53
C  -2.06866  -6.30893  3.90680  -0.64
C  -1.08776  -6.60581  3.01382  -0.39
S  -0.60254  -5.23927  2.12059  0.00
C  -2.66284  3.49408  1.80396  -0.74
H  -2.22761  8.71153  0.06579  0.47
H  -0.40255  7.72821  -1.53370  0.41
H  -0.14444  5.14454  -1.21008  0.43
H  -0.40096  3.06806  -0.65908  0.21
H  -4.21859  2.40037  3.79473  0.49
H  -4.23866  0.03441  4.44227  0.49
H  -3.27281  -2.30681  4.14836  0.47
H  -0.48057  -2.88209  0.94170  0.28
H  -3.19579  -4.51176  4.50351  0.36
H  -2.51902  -7.03943  4.56159  0.43
H  -0.62214  -7.56131  2.83155  0.44
H  -3.25363  4.24372  2.31752  0.53
N  8.49581  -4.84932  2.87865  -0.44
C  7.53896  -4.29731  2.56551  -0.20
C  6.33702  -3.61224  2.16087  0.53
C  5.09336  -4.16773  2.44905  -0.84
C  3.93999  -3.50744  2.06308  -0.08
C  4.02346  -2.28824  1.39787  -0.18
C  5.26897  -1.73929  1.10620  -0.06
C  6.42564  -2.40463  1.47393  -0.85
C  2.78606  -1.57563  0.98587  2.08
C  2.05722  -2.08496  -0.09622  -0.55
C  2.33930  -3.19675  -0.89844  -0.38
C  1.32355  -3.28977  -1.85179  -1.54
C  0.45863  -2.23303  -1.60627  -0.72
N  0.89471  -1.49685  -0.55445  0.70
C  2.40351  -0.44531  1.68233  -0.73
C  3.04145  0.10664  2.82450  -0.77
C  2.29498  1.18711  3.22905  -1.41
C  1.21429  1.28164  2.33375  -0.43
N  1.26559  0.32663  1.40704  0.99
H  5.03645  -5.11121  2.97416  0.48
H  2.96993  -3.93172  2.29338  0.62
H  5.33074  -0.79830  0.57359  0.53
H  7.39562  -1.99274  1.23184  0.47
H  3.19582  -3.84355  -0.79406  0.69
H  1.22663  -4.02814  -2.63027  0.53
H  -0.45525  -1.98692  -2.13269  0.58
H  3.93978  -0.28086  3.27797  0.64
H  2.48301  1.83961  4.06584  0.52
H  0.42232  2.01452  2.35216  0.55
C  2.46855  2.56214  -3.24930  -0.25
C  2.92312  2.49044  -1.94080  -1.08
C  2.20196  1.75435  -1.02084  -0.01
N  1.07403  1.11105  -1.35987  0.55
C  0.64399  1.16582  -2.62934  -0.16
C  1.31234  1.87976  -3.60067  -1.00
H  3.00677  3.14341  -3.98636  0.46
H  3.82359  3.00212  -1.63209  0.53
H  2.51282  1.67299  0.00965  0.47
H  -0.26654  0.62526  -2.86215  0.41
H  0.92959  1.90252  -4.61111  0.48

Calculated values
- multiplicity = 2
- charge = +2
- energy relative to the best compared isomer or geometry (same formula, charge and spin) (kcal/mol) = 0.0
- <S²> = 0.770
- HOMO level (spin up / spin down) (eV) = -13.03 / -13.03
- LUMO (spin up / spin down) (eV) = -6.986 / -7.108



Entry 5:
Density functional theory data (ωB97M-V with the def2-TZVPD basis set) for a 2-piece molecular cluster, C11H15N overall at a distorted geometry.

Last column: Mulliken charge in e.
Element x y z (Å)
C  -0.86597  2.68973  0.64898  -1.16
C  0.44810  1.03585  -0.86066  0.73
C  -0.42428  2.15202  -0.67510  0.42
C  0.38844  0.69954  -2.22564  -0.12
C  -0.90270  2.53996  -1.91130  -0.87
C  1.17312  0.20403  0.04385  -0.62
C  1.17488  -0.33178  -2.77346  -0.98
C  1.92442  -0.85630  -0.48305  -0.69
C  1.92036  -1.10793  -1.85008  -0.34
N  -0.50722  1.54670  -2.84518  -0.12
H  1.15483  0.44073  1.10557  0.34
H  -1.56684  2.03838  1.18450  0.17
H  -1.30232  3.68094  0.52381  0.34
H  -1.54506  3.34355  -2.25617  0.39
H  -0.34435  1.79586  -3.80627  0.29
H  1.07970  -0.57681  -3.82353  0.28
H  2.55707  -1.50912  0.11514  0.34
H  2.64901  -1.84957  -2.18507  0.32
H  -0.00432  2.84389  1.31359  0.30
C  -1.17328  -2.17128  1.90806  -0.65
C  -0.55205  -2.46357  3.28907  -0.86
H  -0.47363  -2.38529  1.09979  0.18
H  -2.00140  -2.85414  1.67139  0.35
H  -1.52352  -1.14360  1.88993  0.13
H  -0.64307  -3.54863  3.45527  0.27
H  -1.14520  -1.99267  4.06503  0.27
H  0.50529  -2.22046  3.38153  0.28

Calculated values
- multiplicity = 2
- charge = -1
- energy relative to the best compared isomer or geometry (same formula, charge and spin) (kcal/mol) = 5.2
- <S²> = 0.771
- HOMO level (spin up / spin down) (eV) = 0.71 / -2.90
- LUMO (spin up / spin down) (eV) = 3.606 / 3.587